The following is a quantum chemistry calculation of a molecular structure, C41H59BrIN7PSbTc in a non-equilibrium geometry, from the OMol25 dataset.

```
112
Properties=species:S:1:pos:R:3:forces:R:3:lowdin_spin:R:1
Tc 0.693 1.378 0.039 -0.0075 -0.0763 -0.1732 0.748
C -1.559 0.570 5.221 -0.0650 -0.0008 -0.0694 -0.003
C -0.190 0.507 5.464 0.0304 -0.0010 0.0005 0.000
C 0.705 0.558 4.413 -0.1710 0.0088 0.0291 -0.001
C 0.209 0.680 3.110 0.2315 -0.1410 0.0002 0.000
C -1.157 0.757 2.858 -0.1488 -0.1056 0.0445 -0.001
C -2.041 0.688 3.922 0.0752 -0.0310 0.1256 0.000
N 1.106 0.773 2.013 -0.2535 0.2901 -0.4139 0.015
N 2.280 0.385 2.247 0.7391 -0.2091 -0.3051 0.019
C 3.200 0.706 1.230 -0.4277 -0.0559 0.4012 0.006
C 4.544 0.506 1.469 0.2746 0.0923 -0.2046 0.001
C 5.458 1.021 0.556 -0.0562 -0.1385 0.2059 -0.001
C 4.987 1.721 -0.546 -0.1550 0.0492 -0.1045 0.006
C 3.622 1.842 -0.740 0.2027 -0.0876 0.0308 -0.004
N 2.731 1.320 0.117 -0.2561 -0.0811 0.2328 0.004
H -2.251 0.527 6.049 -0.0453 0.0088 0.0408 0.000
H 0.177 0.431 6.478 -0.0029 0.0058 0.0173 0.000
H 1.768 0.529 4.596 0.0301 0.0444 -0.0301 0.000
H -1.546 0.810 1.846 0.0968 0.0584 0.0138 0.000
H -3.104 0.709 3.741 -0.0761 0.0154 0.0037 0.000
H 4.852 -0.001 2.372 0.0207 0.0157 0.0456 0.000
H 6.521 0.901 0.719 0.0056 0.0089 -0.0001 0.000
H 5.667 2.171 -1.255 0.0107 0.0082 -0.0058 0.000
H 3.215 2.374 -1.586 0.0256 0.0175 0.0077 0.000
C -2.932 4.090 1.313 -0.0106 0.0477 -0.0820 0.001
N -2.887 4.366 -0.155 -0.0512 0.1749 -0.0206 0.001
C -4.176 3.991 -0.822 0.1392 0.0188 0.0833 0.000
C -1.710 3.697 -0.818 0.0071 -0.0588 -0.0188 0.003
C -0.412 4.202 -0.235 0.1332 0.1221 0.1548 0.035
C -0.197 5.577 -0.220 -0.1131 -0.0006 -0.0530 -0.005
C 0.878 6.138 0.453 0.0040 -0.0153 0.0120 0.052
C 1.747 5.314 1.151 0.0683 -0.0226 0.0513 -0.009
C 1.586 3.939 1.102 -0.1606 0.2637 -0.0840 0.041
C 0.537 3.356 0.373 -0.1320 -0.2251 -0.1092 -0.030
H -3.816 4.570 1.723 0.0082 -0.0062 0.0492 0.000
H -2.031 4.489 1.772 -0.0289 -0.0423 0.0392 0.000
H -2.994 3.011 1.438 -0.0015 -0.0154 0.0592 0.000
H -2.764 5.378 -0.261 -0.0113 -0.1118 -0.0279 0.000
H -4.351 2.934 -0.633 -0.0376 0.0105 -0.0397 0.000
H -4.090 4.194 -1.886 -0.0468 -0.0067 -0.0071 0.000
H -4.971 4.589 -0.387 -0.0619 -0.0237 -0.0134 0.000
H -1.807 3.908 -1.886 0.0167 0.0210 0.0290 0.001
H -1.870 2.625 -0.662 0.0964 0.0755 -0.0503 -0.001
H -0.878 6.241 -0.740 -0.0452 0.0752 -0.0587 -0.001
H 1.021 7.208 0.448 -0.0007 0.0664 0.0010 0.003
H 2.559 5.739 1.722 0.0506 0.0533 0.0211 -0.002
H 2.289 3.325 1.645 0.0432 -0.0585 0.0014 0.002
C -0.112 -6.447 1.871 0.4370 0.1698 0.1157 0.001
C -0.656 -5.132 1.318 -0.7706 0.1324 -0.1090 0.001
C -1.236 -5.244 -0.087 0.0142 0.0618 -0.0203 0.000
Sb 0.902 -3.634 1.312 0.5624 -1.0095 0.1224 0.002
C 1.958 -3.495 3.191 0.0144 0.5778 0.5530 0.002
C 0.934 -3.430 4.318 -0.1438 0.0220 -0.0702 0.000
C 2.945 -4.650 3.341 -0.0812 -0.1957 -0.4775 0.001
C 2.260 -3.937 -0.335 0.1995 0.4535 -0.5984 0.001
C 2.702 -5.397 -0.423 -0.3376 -0.2039 0.3592 0.001
C 3.432 -2.969 -0.217 -0.0418 0.1840 0.1036 0.000
H -0.935 -7.165 1.888 -0.1108 0.0561 -0.0481 0.000
H 0.250 -6.357 2.894 0.0101 -0.0335 0.0571 0.000
H 0.674 -6.873 1.250 0.0325 -0.0366 -0.0349 0.000
H -1.392 -4.716 2.010 -0.0212 -0.0350 -0.0407 0.000
H -0.504 -5.624 -0.799 0.0286 -0.0120 -0.0331 0.000
H -1.627 -4.293 -0.453 -0.0184 -0.0049 -0.0035 0.000
H -2.063 -5.955 -0.071 -0.0065 -0.0210 0.0454 0.000
H 2.495 -2.546 3.106 -0.0222 -0.0208 0.0166 0.001
H 0.354 -4.351 4.387 -0.0212 -0.0379 0.0165 0.000
H 0.243 -2.592 4.212 0.0229 0.0206 0.0213 0.000
H 1.455 -3.313 5.268 0.0637 0.0099 0.0120 0.000
H 2.446 -5.615 3.393 -0.0171 -0.0760 0.0143 0.000
H 3.481 -4.516 4.282 -0.0269 0.1175 0.0918 0.000
H 3.692 -4.682 2.550 0.0608 -0.0094 -0.0153 0.000
H 1.661 -3.693 -1.217 0.0099 0.0007 0.0328 0.000
H 3.192 -5.747 0.483 0.0708 -0.0220 0.0471 0.000
H 3.425 -5.489 -1.236 0.0342 0.1145 -0.0750 0.000
H 1.876 -6.067 -0.653 -0.0184 -0.0612 -0.0169 0.000
H 4.049 -3.183 0.656 0.0187 -0.0134 0.0313 0.000
H 3.104 -1.926 -0.155 0.0336 -0.0349 -0.0231 0.001
H 4.075 -3.062 -1.094 -0.0368 -0.0550 -0.0210 0.000
C 0.621 0.080 -5.237 -0.0363 -0.1242 -0.0505 0.001
N -0.421 1.043 -4.911 -0.2896 -0.1908 -0.2394 0.050
C -0.021 2.368 -5.358 0.0209 0.1260 -0.0323 0.003
N 1.233 2.786 -4.734 0.0433 0.0361 -0.2057 -0.012
C 2.263 1.791 -5.034 0.1757 0.1438 -0.0269 0.002
N 1.890 0.442 -4.610 -0.0238 -0.1209 -0.0724 0.043
C 1.851 0.302 -3.179 -0.1261 0.2154 0.0424 0.009
P 0.590 1.483 -2.418 -0.0205 -0.1308 0.3710 0.002
C -0.849 0.996 -3.546 0.2039 0.2324 0.2550 0.011
C 1.085 3.047 -3.329 0.0149 -0.0869 0.1634 -0.003
H 0.757 0.073 -6.318 0.0059 -0.0428 0.0131 0.000
H 0.315 -0.915 -4.910 0.0317 0.0069 -0.0344 0.000
H -0.811 3.088 -5.131 0.0588 -0.0020 -0.0296 0.001
H 0.126 2.336 -6.438 -0.0300 0.0467 0.0196 0.000
H 3.202 2.076 -4.552 -0.0353 0.0087 -0.0341 0.001
H 2.420 1.779 -6.112 0.0225 -0.0003 0.0168 0.000
H 2.839 0.509 -2.763 -0.0162 -0.0126 -0.0027 0.002
H 1.580 -0.722 -2.904 -0.0368 -0.0189 -0.0272 0.000
H -1.672 1.698 -3.383 0.0043 -0.0554 0.0097 0.002
H -1.194 0.000 -3.269 0.0265 -0.0084 -0.1069 0.000
H 2.013 3.447 -2.913 -0.0110 0.0006 -0.0137 0.000
H 0.314 3.804 -3.166 0.0048 -0.0090 0.0186 0.000
Br -4.980 0.827 1.524 0.0552 0.0407 0.0050 0.000
C -5.489 -0.363 0.145 -0.1776 0.1026 0.1867 0.000
C -6.833 -0.696 0.051 0.0103 -0.0379 -0.0546 0.000
C -7.258 -1.567 -0.940 0.0058 0.0122 0.0179 -0.001
C -6.347 -2.105 -1.836 0.0548 0.0118 0.0067 0.000
C -5.003 -1.775 -1.745 -0.1205 -0.0576 -0.0497 0.000
C -4.588 -0.906 -0.749 0.2311 -0.0868 -0.1590 0.002
I -2.519 -0.502 -0.689 0.1211 -0.0716 0.1626 -0.001
H -7.539 -0.276 0.753 -0.0192 0.0206 0.0242 0.000
H -8.306 -1.824 -1.006 -0.0151 -0.0022 -0.0065 0.000
H -6.676 -2.783 -2.610 -0.0189 -0.0184 -0.0295 0.000
H -4.292 -2.192 -2.444 0.0033 -0.0030 -0.0198 0.000
```
Forces are in eV/Å.

Properties
Energy, Eh: -5513.538649
Largest force on an atom, eV Å⁻¹: 1.2
⟨S²⟩: 1.1304
Net charge: +4
Multiplicity: 2